Record 1
Entry from OMol25: a structure of composition C6H10ClPS2 at a distorted geometry (the ωB97M-V functional and the def2-TZVPD basis).

Atoms and positions in Å:
C (-2.787, -0.535, 0.305)
C (-1.755, -1.306, 0.680)
C (-2.625, 0.577, -0.720)
C (-1.271, 1.220, -0.671)
C (2.710, -0.630, 0.625)
C (2.979, 0.760, 0.197)
P (-0.135, -0.875, -0.069)
S (0.393, -2.208, -1.327)
S (1.196, -0.661, 1.612)
Cl (1.893, 1.359, -0.992)
H (-3.806, -0.798, 0.590)
H (-1.912, -2.063, 1.394)
H (-2.617, 0.082, -1.779)
H (-3.314, 1.407, -0.506)
H (-1.028, 1.924, -1.482)
H (-1.203, 1.758, 0.319)
H (2.737, -1.164, -0.277)
H (3.448, -1.016, 1.358)
H (3.104, 1.568, 0.976)
H (3.991, 0.601, -0.234)

## Properties
DFT total energy (eV): -49864.0391
Highest occupied orbital energy (eV): -8.259
LUMO energy (eV): -0.13
ΔE to the lowest compared entry with this formula, charge and spin (kcal per mole): 20.9
Molar mass (g mol⁻¹): 212.7

Atom charges from the natural (NBO) analysis, given in e for atoms 1 to 4:
1. C -0.12
2. C -0.57
3. C -0.52
4. C -0.43


Record 2
Entry from OMol25: a cluster of 2 separate species, CH5O3P in total at a distorted geometry (the ωB97M-V functional and the def2-TZVPD basis).

Atoms and positions in Å:
C (1.941, -0.102, -0.349)
O (1.214, -0.119, 0.880)
O (0.204, 0.791, 0.822)
O (-2.803, -1.336, -0.016)
P (-2.015, -0.038, 0.236)
H (1.501, -0.770, -1.178)
H (2.918, -0.704, -0.115)
H (1.994, 0.902, -0.690)
H (-2.769, 0.522, 1.348)
H (-2.184, 0.855, -0.938)

## Properties
DFT total energy (eV): -16543.4103
Highest occupied orbital energy (alpha / beta) (eV): -10.323 / -9.147
LUMO energy (alpha / beta) (eV): -1.45 / -1.37
ΔE to the lowest compared entry with this formula, charge and spin (kcal per mole): 157.6
Molar mass (g mol⁻¹): 96.0

Atom charges from the natural (NBO) analysis, given in e for atoms 1 to 4:
1. C -0.29
2. O -0.21
3. O -0.29
4. O -0.93


Record 3
Entry from OMol25: a structure of composition C24H46N2O5 at a distorted geometry (the ωB97M-V functional and the def2-TZVPD basis).

Atoms and positions in Å:
C (-4.223, -1.897, -19.453)
C (-4.021, -1.340, -18.184)
N (-3.799, -0.875, -17.162)
H (-4.090, -1.058, -20.136)
H (-5.201, -2.326, -19.671)
H (-3.459, -2.617, -19.744)
C (-3.278, 0.384, -15.511)
C (-2.672, 1.603, -16.011)
N (-2.141, 2.538, -16.412)
H (-3.949, 0.698, -14.712)
H (-2.468, -0.210, -15.089)
H (-3.760, -0.198, -16.297)
C (-1.722, -2.390, -17.375)
C (-0.698, -3.427, -17.089)
C (-1.466, -4.634, -16.608)
O (-2.573, -4.580, -17.422)
C (-2.926, -3.227, -17.693)
H (-1.448, -1.624, -18.101)
H (-2.024, -1.957, -16.422)
H (0.023, -3.123, -16.330)
H (-0.135, -3.719, -17.975)
H (-1.771, -4.644, -15.561)
H (-0.939, -5.562, -16.829)
H (-3.864, -2.869, -17.268)
H (-2.884, -2.976, -18.753)
C (-0.675, -3.689, -20.449)
C (-1.408, -2.334, -20.202)
C (-2.014, -2.171, -21.623)
O (-0.955, -2.515, -22.496)
C (-0.055, -3.447, -21.817)
H (-1.448, -4.453, -20.526)
H (0.127, -3.817, -19.723)
H (-0.752, -1.471, -20.080)
H (-2.148, -2.321, -19.402)
H (-2.539, -1.260, -21.912)
H (-2.655, -3.037, -21.787)
H (0.807, -2.793, -21.687)
H (0.126, -4.426, -22.260)
C (-5.402, -1.659, -22.686)
C (-4.808, -2.976, -23.267)
C (-4.068, -3.667, -22.086)
O (-3.765, -2.584, -21.199)
C (-4.153, -1.326, -21.767)
H (-6.248, -1.919, -22.049)
H (-5.693, -0.940, -23.452)
H (-4.039, -2.838, -24.026)
H (-5.546, -3.674, -23.664)
H (-3.220, -4.275, -22.401)
H (-4.784, -4.346, -21.624)
H (-3.352, -0.993, -22.427)
H (-4.474, -0.682, -20.948)
C (-2.457, -5.244, -19.042)
C (-2.433, -5.749, -20.508)
C (-3.807, -6.542, -20.549)
O (-4.554, -6.094, -19.458)
C (-3.921, -4.889, -18.910)
H (-1.758, -4.436, -18.828)
H (-2.215, -6.080, -18.386)
H (-1.619, -6.398, -20.832)
H (-2.394, -5.004, -21.302)
H (-3.621, -7.616, -20.551)
H (-4.377, -6.190, -21.409)
H (-4.162, -4.712, -17.861)
H (-4.223, -3.987, -19.443)
C (-5.005, 0.634, -18.811)
C (-5.791, 0.850, -20.055)
C (-7.146, 1.326, -19.494)
O (-7.204, 1.159, -18.052)
C (-5.798, 1.321, -17.576)
H (-3.975, 0.982, -18.889)
H (-4.886, -0.415, -18.541)
H (-5.948, 0.053, -20.781)
H (-5.377, 1.747, -20.515)
H (-8.000, 0.945, -20.053)
H (-7.218, 2.396, -19.691)
H (-5.746, 0.773, -16.634)
H (-5.572, 2.364, -17.355)

## Properties
DFT total energy (eV): -38818.3798
Highest occupied orbital energy (eV): -7.785
LUMO energy (eV): 0.27
ΔE to the lowest compared entry with this formula, charge and spin (kcal per mole): 758.2
Molar mass (g mol⁻¹): 442.6

Atom charges from the Mulliken analysis, given in e for atoms 1 to 4:
1. C 0.32
2. C 1.21
3. N 0.01
4. H 0.59


Record 4
Entry from OMol25: a cluster of 3 separate species, C4H16NO2 in total at a distorted geometry (the ωB97M-V functional and the def2-TZVPD basis).

Atoms and positions in Å:
C (-0.137, 0.218, -0.695)
C (1.200, 0.505, -0.070)
C (1.665, 1.970, -0.270)
C (0.924, 2.971, 0.605)
N (-0.934, -0.750, 0.155)
H (-0.712, 1.142, -0.652)
H (-0.095, -0.195, -1.691)
H (1.134, 0.390, 1.008)
H (1.994, -0.217, -0.259)
H (2.719, 1.888, 0.000)
H (1.517, 2.232, -1.300)
H (-0.073, 3.224, 0.265)
H (1.530, 3.871, 0.646)
H (0.819, 2.604, 1.635)
H (-1.258, -0.191, 0.945)
H (-0.341, -1.422, 0.661)
H (-1.731, -1.210, -0.311)
H (1.397, -3.094, 0.994)
H (0.512, -3.922, 0.101)
O (0.548, -3.060, 0.535)
H (-4.049, -1.896, -0.317)
H (-3.429, -2.848, -1.343)
O (-3.198, -2.213, -0.644)

## Properties
DFT total energy (eV): -9986.8256
Highest occupied orbital energy (eV): -14.991
LUMO energy (eV): -2.91
ΔE to the lowest compared entry with this formula, charge and spin (kcal per mole): 12.8
Total charge: +1
Molar mass (g mol⁻¹): 110.2

Atom charges from the natural (NBO) analysis, given in e for atoms 1 to 4:
1. C -0.22
2. C -0.43
3. C -0.39
4. C -0.62


Record 5
Entry from OMol25: the molecule C4H6N2 (the ωB97M-V functional and the def2-TZVPD basis).

Atoms and positions in Å:
C (-1.768, -0.048, -0.076)
C (-0.350, 0.111, 0.453)
C (0.449, 1.276, -0.077)
N (1.596, 0.662, -0.348)
C (1.551, -0.749, -0.133)
N (0.433, -1.136, 0.326)
H (-2.316, 0.886, 0.069)
H (-2.270, -0.864, 0.455)
H (-1.757, -0.286, -1.146)
H (-0.391, 0.375, 1.523)
H (2.415, 1.149, -0.688)
H (2.408, -1.377, -0.358)

## Properties
DFT total energy (eV): -7223.3925
Highest occupied orbital energy (eV): -8.875
LUMO energy (eV): 0.82
ΔE to the lowest compared entry with this formula, charge and spin (kcal per mole): 50.7
Molar mass (g mol⁻¹): 82.1

Atom charges from the natural (NBO) analysis, given in e for atoms 1 to 4:
1. C -0.59
2. C -0.24
3. C 0.11
4. N -0.61


Record 6
Entry from OMol25: a structure of composition C5H6N2 (the ωB97M-V functional and the def2-TZVPD basis).

Atoms and positions in Å:
N (-1.576, -0.074, -1.212)
C (-1.315, -1.252, -0.869)
C (-0.129, -0.537, -1.283)
C (0.819, -0.025, -0.215)
C (0.374, 1.250, 0.559)
C (0.283, 0.244, 1.667)
N (0.684, -0.808, 1.052)
H (0.274, -0.680, -2.285)
H (1.850, -0.011, -0.585)
H (1.136, 2.026, 0.686)
H (-0.567, 1.696, 0.223)
H (-0.027, 0.294, 2.712)
H (-1.806, -2.121, -0.450)

## Properties
DFT total energy (eV): -8258.8977
Highest occupied orbital energy (eV): -9.783
LUMO energy (eV): 1.23
ΔE to the lowest compared entry with this formula, charge and spin (kcal per mole): 79.8
Molar mass (g mol⁻¹): 94.1

Atom charges from the natural (NBO) analysis, given in e for atoms 1 to 4:
1. N -0.32
2. C 0.08
3. C -0.16
4. C -0.10


Record 7
Entry from OMol25: a structure of composition C2H3Cl2N at a distorted geometry (the ωB97M-V functional and the def2-TZVPD basis).

Atoms and positions in Å:
C (-0.227, -0.173, 0.367)
C (-1.581, -0.016, -0.175)
N (-0.517, -0.224, -1.055)
Cl (-2.462, 1.538, 0.076)
Cl (-2.609, -1.377, 0.075)
H (0.378, 0.415, 0.994)
H (0.205, -1.276, 1.000)
H (-0.293, 0.617, -1.570)

## Properties
DFT total energy (eV): -28655.1095
Highest occupied orbital energy (eV): -10.192
LUMO energy (eV): 0.80
ΔE to the lowest compared entry with this formula, charge and spin (kcal per mole): 42.1
Molar mass (g mol⁻¹): 112.0

Atom charges from the natural (NBO) analysis, given in e for atoms 1 to 4:
1. C -0.26
2. C 0.03
3. N -0.57
4. Cl -0.02


Record 8
Entry from OMol25: a structure of composition CH2O4Pm at a distorted geometry (the ωB97M-V functional and the def2-TZVPD basis).

Atoms and positions in Å:
O (0.593, -0.037, -0.952)
Pm (-0.900, -1.590, 0.182)
O (-2.151, -2.427, 1.739)
H (-2.173, -2.245, 2.678)
C (1.279, 0.988, -0.972)
O (2.560, 0.834, -0.971)
O (0.856, 2.198, -1.003)
H (-0.065, 2.279, -0.701)

## Properties
DFT total energy (eV): -25793.6271
Highest occupied orbital energy (alpha / beta) (eV): -20.420 / -20.538
LUMO energy (alpha / beta) (eV): -11.99 / -11.84
ΔE to the lowest compared entry with this formula, charge and spin (kcal per mole): 1.8
Multiplicity: 6
Total charge: +2
Molar mass (g mol⁻¹): 223.0

Atom charges from the Mulliken analysis, given in e for atoms 1 to 4:
1. O -0.66
2. Pm 2.21
3. O -0.70
4. H 0.36


Record 9
Entry from OMol25: the molecule C2H7NO2 at a distorted geometry (the ωB97M-V functional and the def2-TZVPD basis).

Atoms and positions in Å:
C (-0.943, -0.981, 0.051)
C (-0.083, 0.026, -0.700)
O (1.181, -0.539, -0.969)
N (0.112, 1.257, 0.056)
O (0.949, 0.932, 1.205)
H (-1.078, -1.885, -0.553)
H (-1.931, -0.569, 0.282)
H (-0.470, -1.303, 0.986)
H (-0.561, 0.263, -1.656)
H (1.672, -0.366, -0.145)
H (0.725, 1.858, -0.501)
H (0.426, 1.306, 1.943)

## Properties
DFT total energy (eV): -7770.9557
Highest occupied orbital energy (eV): -9.932
LUMO energy (eV): 0.87
ΔE to the lowest compared entry with this formula, charge and spin (kcal per mole): 59.3
Molar mass (g mol⁻¹): 77.1

Atom charges from the natural (NBO) analysis, given in e for atoms 1 to 4:
1. C -0.64
2. C 0.21
3. O -0.73
4. N -0.35


Record 10
Entry from OMol25: a cluster of 2 separate species, C4H6O2 in total (the ωB97M-V functional and the def2-TZVPD basis).

Atoms and positions in Å:
C (-1.157, -1.170, 1.427)
C (-1.439, -1.296, 0.155)
O (-1.689, -1.417, -0.981)
H (-1.065, -2.051, 2.047)
H (-1.006, -0.178, 1.829)
C (1.364, 0.629, -1.031)
C (0.317, 1.175, -0.105)
O (0.537, 1.686, 0.974)
H (1.014, -0.291, -1.514)
H (2.289, 0.449, -0.484)
H (1.560, 1.359, -1.827)
H (-0.726, 1.106, -0.490)

## Properties
DFT total energy (eV): -8338.6721
Highest occupied orbital energy (eV): -9.514
LUMO energy (eV): 0.74
ΔE to the lowest compared entry with this formula, charge and spin (kcal per mole): 41.3
Molar mass (g mol⁻¹): 86.1

Atom charges from the natural (NBO) analysis, given in e for atoms 1 to 4:
1. C -0.79
2. C 0.71
3. O -0.47
4. H 0.27


Record 11
Entry from OMol25: a cluster of 2 separate species, C3H9NO2 in total at a distorted geometry (the ωB97M-V functional and the def2-TZVPD basis).

Atoms and positions in Å:
C (1.054, 1.077, 0.736)
C (1.932, 0.050, 1.280)
O (1.946, -0.405, 2.396)
O (2.768, -0.407, 0.314)
H (1.420, 2.078, 0.985)
H (0.098, 1.126, 1.264)
H (0.805, 0.872, -0.301)
H (3.485, -0.984, 0.570)
C (-2.412, -0.407, -0.773)
N (-1.174, -0.902, -1.412)
H (-3.219, -1.163, -0.872)
H (-2.898, 0.328, -1.432)
H (-2.299, -0.070, 0.248)
H (-0.430, -0.802, -0.739)
H (-1.076, -0.392, -2.264)

## Properties
DFT total energy (eV): -8841.6446
Highest occupied orbital energy (eV): -9.237
LUMO energy (eV): 0.69
ΔE to the lowest compared entry with this formula, charge and spin (kcal per mole): 30.2
Molar mass (g mol⁻¹): 91.1

Atom charges from the natural (NBO) analysis, given in e for atoms 1 to 4:
1. C -0.74
2. C 0.78
3. O -0.58
4. O -0.71


Record 12
Entry from OMol25: a structure of composition C13H52N26O13 at a distorted geometry (the ωB97M-V functional and the def2-TZVPD basis).

Atoms and positions in Å:
C (-3.788, 3.390, 0.079)
O (-3.011, 2.409, 0.042)
N (-4.724, 3.599, 1.021)
N (-3.885, 4.261, -0.943)
H (-5.370, 4.346, 0.858)
H (-4.836, 2.921, 1.761)
H (-3.227, 4.275, -1.707)
H (-4.619, 4.938, -1.041)
C (4.154, -0.440, 2.765)
O (4.978, -1.335, 2.990)
N (3.505, -0.194, 1.612)
N (3.670, 0.251, 3.825)
H (3.787, -0.452, 0.681)
H (2.894, 0.606, 1.639)
H (4.066, 0.124, 4.735)
H (3.000, 0.962, 3.570)
C (1.184, -2.546, 4.977)
O (2.272, -2.395, 5.508)
N (0.320, -1.506, 4.773)
N (0.751, -3.728, 4.470)
H (-0.282, -1.409, 3.977)
H (0.651, -0.676, 5.238)
H (-0.093, -3.691, 3.929)
H (1.243, -4.572, 4.694)
C (-1.521, 1.772, 3.028)
O (-0.410, 1.818, 2.488)
N (-2.432, 0.820, 2.760)
N (-1.940, 2.721, 3.881)
H (-3.382, 0.958, 3.056)
H (-2.231, 0.070, 2.123)
H (-1.249, 3.372, 4.212)
H (-2.846, 2.764, 4.307)
C (3.404, 3.446, 1.664)
O (3.284, 2.650, 2.584)
N (4.574, 4.014, 1.237)
N (2.334, 3.916, 0.978)
H (5.460, 3.586, 1.437)
H (4.572, 4.823, 0.647)
H (2.369, 4.473, 0.145)
H (1.426, 3.550, 1.208)
C (0.294, 2.173, -2.051)
O (1.211, 1.541, -1.535)
N (0.160, 3.521, -1.968)
N (-0.743, 1.539, -2.661)
H (-0.706, 3.850, -2.362)
H (0.787, 4.178, -1.552)
H (-1.525, 2.107, -2.983)
H (-0.828, 0.539, -2.724)
C (-4.811, 0.296, 2.563)
O (-4.697, 1.355, 3.177)
N (-5.529, -0.793, 2.979)
N (-4.009, -0.012, 1.517)
H (-6.192, -0.763, 3.732)
H (-5.629, -1.537, 2.310)
H (-3.689, -0.944, 1.319)
H (-3.329, 0.691, 1.249)
C (-4.093, 2.104, -3.544)
O (-3.018, 2.714, -3.687)
N (-5.163, 2.079, -4.368)
N (-4.229, 1.198, -2.541)
H (-5.961, 1.699, -3.894)
H (-5.404, 2.612, -5.184)
H (-3.611, 1.503, -1.789)
H (-5.067, 0.747, -2.224)
C (0.121, -0.074, -0.790)
O (0.069, -0.547, -1.940)
N (0.630, -0.708, 0.260)
N (-0.360, 1.172, -0.583)
H (0.969, -1.652, 0.124)
H (0.573, -0.366, 1.205)
H (-0.848, 1.622, -1.339)
H (-0.049, 1.745, 0.185)
C (4.095, -0.782, -2.490)
O (4.649, 0.076, -3.180)
N (4.676, -1.867, -1.937)
N (2.782, -0.685, -2.176)
H (4.145, -2.523, -1.378)
H (5.566, -2.150, -2.312)
H (2.365, -1.190, -1.410)
H (2.277, 0.137, -2.470)
C (0.402, -4.432, -1.547)
O (-0.284, -4.317, -0.528)
N (0.527, -3.513, -2.507)
N (1.147, -5.538, -1.928)
H (1.177, -3.632, -3.258)
H (0.072, -2.630, -2.307)
H (1.719, -5.545, -2.750)
H (1.123, -6.356, -1.344)
C (3.239, -3.822, 0.560)
O (2.921, -2.863, -0.151)
N (3.415, -5.091, 0.081)
N (3.293, -3.738, 1.905)
H (3.160, -5.219, -0.884)
H (3.615, -5.843, 0.711)
H (3.362, -4.483, 2.570)
H (2.945, -2.831, 2.180)
C (-0.350, -1.073, -5.478)
O (-0.730, -0.940, -6.631)
N (-1.189, -0.832, -4.427)
N (0.871, -1.493, -5.063)
H (-0.974, -1.094, -3.475)
H (-2.125, -0.539, -4.640)
H (1.136, -1.345, -4.100)
H (1.596, -1.323, -5.745)

## Properties
DFT total energy (eV): -79689.4186
Highest occupied orbital energy (eV): -6.705
LUMO energy (eV): -0.26
ΔE to the lowest compared entry with this formula, charge and spin (kcal per mole): 276.3
Molar mass (g mol⁻¹): 780.7

Atom charges from the Mulliken analysis, given in e for atoms 1 to 4:
1. C 0.48
2. O -0.22
3. N -0.35
4. N -0.40